No. 1
Entry from OMol25: C44H48Cl6N5O3PS2Se2Ta as an isolated structure in a non-equilibrium geometry (ωB97M-V/def2-TZVPD).

Properties
- energy relative to the best compared isomer or geometry (same formula, charge and spin) (kJ/mol) = 88.85
- total charge = +1
- LUMO level (eV) = -3.4
- maximum force (eV/Å) = 1.3
- E (a.u.) = -10963.6455

Structure (XYZ):
```
112
Properties=species:S:1:pos:R:3:forces:R:3:mulliken_charge:R:1
Ta 0.15166 -0.60578 0.66021 0.7 -1.0 -0.3 0.6884
S -5.87192 2.66004 1.18516 0.1 0.1 0.0 -0.0237
C -7.33065 3.35115 1.74400 0.0 -0.1 -0.1 -0.4199
C -7.10743 4.28871 2.70206 0.0 0.1 0.1 -0.6076
C -5.72638 4.45681 2.98498 0.0 0.2 0.1 -0.4991
C -4.91648 3.65193 2.23648 -0.1 -0.2 -0.1 0.5002
C -3.45542 3.51515 2.28534 0.0 -0.1 -0.1 0.5483
C -2.75809 2.78487 1.29675 0.0 0.0 -0.1 -0.5979
N -1.48288 2.48957 1.34797 0.0 0.0 0.0 0.6298
C -0.74335 2.97680 2.36265 -0.1 0.0 0.0 -0.5016
C -1.30322 3.84426 3.31901 0.1 -0.1 0.0 0.8338
C -0.46239 4.50276 4.27424 -0.1 0.1 0.1 -1.1227
C 0.86760 4.31541 4.25050 0.1 0.1 0.0 -0.9454
C 1.47047 3.39860 3.32560 -0.1 -0.1 -0.1 0.5954
C 2.85732 3.22430 3.29651 0.1 0.1 0.0 -0.8860
C 3.43235 2.36420 2.39255 0.1 0.1 0.0 0.1549
C 2.54994 1.61052 1.60768 0.1 0.0 -0.2 -0.4410
N 1.23739 1.71465 1.63089 -0.5 -0.4 -0.3 0.9095
C 0.67187 2.66049 2.42724 0.1 0.1 0.1 -0.7014
C 4.88311 2.18671 2.25109 0.1 0.1 0.1 0.4803
C 5.56096 1.36408 1.39566 0.0 -0.1 -0.2 -0.3280
C 6.97228 1.44843 1.53152 0.0 -0.1 -0.1 -0.8954
C 7.34721 2.33582 2.48958 0.0 0.1 0.0 -0.3207
S 5.99736 3.07633 3.22657 -0.1 0.0 0.0 -0.2108
C -2.68770 4.06002 3.28675 -0.1 0.1 0.1 -0.8394
H -8.27321 3.02166 1.33304 0.1 0.0 0.0 0.4132
H -7.89829 4.84496 3.18752 0.1 0.0 0.0 0.3969
H -5.35605 5.17331 3.70779 0.0 -0.1 0.0 0.3625
H -3.29496 2.45189 0.41102 0.0 -0.1 0.1 0.3084
H -0.91446 5.19149 4.97882 0.0 -0.1 0.0 0.4529
H 1.51846 4.86126 4.92416 0.0 -0.1 0.0 0.4454
H 3.47110 3.80453 3.97762 0.0 0.0 0.0 0.4566
H 2.94883 0.88162 0.91658 0.0 0.0 0.0 0.3136
H 5.07632 0.72913 0.66483 0.0 0.0 0.0 0.5927
H 7.67408 0.87615 0.94037 0.0 0.0 0.0 0.4082
H 8.34616 2.59994 2.80271 -0.1 0.0 0.0 0.4507
H -3.14198 4.66990 4.05994 0.0 0.0 0.0 0.3846
Cl -2.55843 -0.42966 -0.13259 -0.4 0.2 0.3 -0.3053
C -1.77835 0.64403 -1.24454 0.4 0.2 0.1 0.6422
C -0.45240 0.89269 -0.92410 0.1 0.3 -0.3 -0.5734
C 0.15372 1.88687 -1.71538 -0.3 -0.3 0.1 0.8673
Cl 1.77435 2.40609 -1.44882 0.1 -0.1 0.1 -0.1576
C -0.53451 2.51982 -2.75549 0.1 0.0 0.1 -0.0634
Cl 0.23778 3.73378 -3.68882 0.0 0.1 -0.1 -0.1844
C -1.85508 2.17664 -3.04664 0.0 0.1 -0.1 0.4905
Cl -2.69184 2.93898 -4.33290 0.0 0.0 0.0 -0.1860
C -2.49620 1.22694 -2.26765 -0.2 0.0 0.0 -0.5583
Cl -4.14316 0.80782 -2.53085 0.0 0.0 0.0 -0.1400
O 4.13672 -5.11321 -0.44799 0.0 0.1 0.1 -0.5344
C 4.35466 -4.12331 0.55231 0.0 0.0 0.0 -1.4371
C 3.13603 -3.19811 0.60710 0.0 -0.1 -0.1 2.6073
C 1.93142 -4.02754 1.04434 0.1 0.1 0.1 -2.1287
O 0.71785 -3.34275 0.75338 -0.1 0.2 0.0 0.6004
C 3.45745 -2.09118 1.61110 -0.2 0.1 0.0 -1.7617
Se 1.92400 -1.24995 2.50083 0.0 0.1 0.0 -0.0657
C 2.88419 -2.66496 -0.80502 -0.1 0.1 0.1 -1.0922
Se 2.07407 -0.88263 -0.94560 0.0 0.1 0.2 -0.2525
H 4.89404 -5.70403 -0.47825 0.0 0.0 0.0 0.3712
H 5.24178 -3.52478 0.31840 0.0 0.0 0.0 0.4768
H 4.50110 -4.58271 1.53614 0.0 -0.1 0.0 0.4628
H 1.98524 -4.21787 2.12028 0.0 0.0 0.0 0.4652
H 1.94696 -4.98000 0.51271 -0.1 0.0 0.0 0.6020
H 0.20079 -3.87301 0.12810 0.2 0.0 -0.1 -0.7262
H 4.05054 -1.31072 1.14057 0.1 0.0 0.0 0.1957
H 4.02623 -2.49638 2.44941 0.0 0.0 0.0 0.7649
H 2.24964 -3.34756 -1.36706 0.0 0.0 -0.1 -0.0259
H 3.82568 -2.54575 -1.33826 0.0 0.0 0.0 0.8251
Cl -0.99827 -0.14992 2.87434 -0.3 0.4 0.4 0.0072
C -1.13011 -1.73730 2.08070 -0.1 -0.2 -0.2 -1.5691
H -2.18018 -1.93876 1.89076 0.0 0.1 -0.1 0.8718
H -0.69565 -2.49055 2.72145 0.2 0.0 0.0 0.6548
O -0.92712 -2.35411 -1.15574 0.2 0.4 0.4 1.2661
P -1.13812 -3.62419 -1.91020 0.1 -0.2 -0.3 -2.3525
N -1.18175 -4.89131 -0.82409 -0.2 0.1 0.1 0.6061
C -1.93615 -4.73089 0.44381 -0.1 -0.1 0.0 1.1307
C -1.72077 -6.07384 1.12120 -0.1 0.0 -0.1 -0.6536
C -1.88194 -7.05136 -0.04730 0.1 0.1 0.0 -0.8681
C -1.27816 -6.31036 -1.25242 0.1 0.0 0.1 -0.6005
N -2.52851 -3.70509 -2.79855 0.0 0.1 0.1 0.3681
C -3.83827 -3.58665 -2.10601 0.0 -0.1 -0.2 -0.0591
C -4.77778 -2.97898 -3.15571 0.0 0.0 0.0 -0.4924
C -4.09075 -3.28996 -4.48819 -0.1 0.0 0.1 -0.8081
C -2.62166 -3.10911 -4.14575 0.0 0.0 0.0 -0.1387
N 0.10752 -3.89610 -2.94697 -0.1 0.1 -0.2 0.7776
C 0.33197 -5.14368 -3.71921 0.0 0.1 0.0 -0.5090
C 1.05777 -4.68440 -4.98722 0.0 0.1 0.1 -0.7939
C 1.73982 -3.38489 -4.55095 -0.1 -0.1 0.0 -0.7026
C 0.66865 -2.73611 -3.68817 0.1 -0.1 0.0 0.5000
H -3.00720 -4.58176 0.27469 0.0 0.0 -0.1 0.5609
H -1.55342 -3.88478 1.00541 0.0 -0.1 0.0 -1.2921
H -2.44729 -6.24412 1.91452 0.1 0.0 0.0 0.4925
H -0.71568 -6.13141 1.54532 0.0 0.0 0.0 0.1878
H -2.94056 -7.25266 -0.21737 0.0 0.0 0.0 0.3165
H -1.38332 -8.00382 0.12248 0.0 0.0 0.0 0.4417
H -1.90082 -6.41994 -2.14280 0.0 0.1 0.0 0.2466
H -0.28332 -6.68738 -1.48291 0.0 0.0 0.0 0.2489
H -3.76944 -2.95527 -1.21703 0.0 0.0 0.0 0.0582
H -4.18329 -4.57797 -1.80304 0.0 0.0 0.0 0.2704
H -4.84763 -1.89935 -3.01838 0.0 0.0 0.0 -0.0625
H -5.77908 -3.39865 -3.08308 0.0 0.0 0.0 0.4236
H -4.40496 -2.63305 -5.29705 0.0 0.0 0.0 0.4098
H -4.28108 -4.32384 -4.78258 0.0 0.0 0.0 0.3227
H -2.37121 -2.04043 -4.13813 0.0 0.0 0.0 0.1787
H -1.95235 -3.61915 -4.83878 0.0 0.0 0.0 -0.0020
H -0.59977 -5.66369 -3.94956 0.0 0.0 0.0 0.2361
H 0.96868 -5.81768 -3.14307 0.0 0.0 0.0 0.2499
H 0.33906 -4.47291 -5.78177 0.0 0.0 0.0 0.3023
H 1.75220 -5.44088 -5.34770 0.0 0.0 0.0 0.4354
H 2.03080 -2.74925 -5.38568 0.0 0.0 0.0 0.4520
H 2.62734 -3.60715 -3.95180 0.0 0.0 0.0 0.1866
H -0.08027 -2.25964 -4.33002 0.0 0.0 0.0 0.6125
H 1.04863 -1.98685 -2.99988 0.0 0.0 0.0 -1.0755
```
Positions in Å, forces in eV/Å.

***

No. 2
Entry from OMol25: a 12-piece molecular cluster, H25O12 overall in a non-equilibrium geometry (ωB97M-V/def2-TZVPD).

Properties
- energy relative to the best compared isomer or geometry (same formula, charge and spin) (kJ/mol) = 191.11
- total charge = +1
- LUMO level (eV) = -2.5
- maximum force (eV/Å) = 2.9
- E (a.u.) = -917.5957

Structure (XYZ):
```
37
Properties=species:S:1:pos:R:3:forces:R:3:nbo_charge:R:1
O -0.54405 0.45064 1.15154 0.8 -0.4 1.2 -0.9746
H 0.82156 0.35951 0.49978 -0.6 0.6 0.6 0.5319
H -0.78788 1.26548 1.64457 -0.8 0.3 -0.9 0.5109
O 1.62606 -1.33535 -1.81545 0.5 0.6 0.7 -0.9494
H 0.96830 -2.01051 -1.85475 -0.6 -0.8 -0.2 0.5029
H -1.17555 -1.98365 2.14822 0.5 -0.5 0.0 0.5043
O 2.21533 0.92734 -3.18931 0.4 -1.4 0.6 -1.0163
H -2.36799 -3.73409 -0.87569 -0.3 0.6 -0.8 0.4750
O -3.37545 -0.51865 2.03789 0.2 0.2 -0.1 -0.9365
H 1.47289 1.52026 -2.99098 0.5 0.0 -1.1 0.5137
H -4.25509 -0.51993 2.41530 -0.2 -0.1 0.1 0.4754
O -1.37884 2.80130 2.26527 0.8 -0.7 -0.3 -0.9698
H -0.79826 3.52752 2.02475 -0.2 0.3 0.2 0.4997
H -2.19281 3.10647 2.64596 -0.4 0.4 0.2 0.5021
O 1.51341 1.88105 2.16248 -0.3 -0.4 1.1 -0.9450
H 1.99821 1.69340 2.97628 0.5 0.4 -0.1 0.4770
H 0.71418 1.35523 2.34611 0.5 0.6 -0.3 0.4562
O -0.66856 -1.49426 2.80357 -0.4 0.8 0.3 -0.9444
H 1.61506 1.26106 -0.54083 0.4 0.9 1.0 0.5322
H -0.24822 -4.55451 0.90205 -0.2 -0.3 -0.1 0.4654
O 1.72942 0.45645 0.01298 -0.7 -0.1 -2.8 -0.7980
H 1.56610 -0.12027 -0.83470 0.8 -1.3 0.7 0.5370
H 2.12392 -1.26949 -2.63284 -0.2 0.2 -0.2 0.5213
O -2.08272 -3.60808 0.02542 -0.4 -0.6 0.0 -0.9284
H -0.40324 -0.14811 1.95131 -0.6 -0.4 -1.1 0.5017
H -2.08339 -4.54099 0.26900 -0.1 0.0 0.6 0.4567
O -1.03304 1.37168 -4.10853 -0.6 -0.8 0.1 -0.9351
H -1.23318 0.47580 -4.41755 0.7 0.0 -0.4 0.4666
H -1.88107 1.49910 -3.67329 -0.1 0.8 0.4 0.4696
O 0.31133 -3.78484 0.85498 0.8 0.3 0.4 -0.9362
H -3.15961 -1.44252 1.89826 -0.2 -0.1 -0.1 0.4624
H 1.08735 -4.03858 1.36504 0.2 0.0 -0.1 0.4694
O 1.85842 3.13580 -2.11408 -1.0 0.2 1.0 -0.9771
H 0.01711 -2.02530 3.18765 0.3 -0.8 0.0 0.4941
H 1.64989 3.70091 -2.85951 0.4 0.3 0.0 0.4981
H 2.56031 0.92630 -4.08190 -0.6 0.6 -0.2 0.4918
H 2.79239 3.14368 -1.90392 0.2 0.3 -0.5 0.4955
```
Positions in Å, forces in eV/Å.

***

In eV, the orbital gap values for the records above are, in order, 6.52 11.13.